Record 1
Density functional theory data (wB97M-V/def2-TZVPD) for a structure of composition C29H56CdN3O9P2Si3 at a distorted geometry.

Structure (XYZ):
```
103
Properties=species:S:1:pos:R:3:forces:R:3:mulliken_charge:R:1
Cd -0.828 -0.631 0.464 0.377 0.021 -0.446 4.050
C -3.275 0.251 3.879 0.311 0.713 1.300 -1.331
P -3.563 -0.206 2.143 -0.283 0.467 0.305 1.232
C -5.333 -0.669 2.116 -1.348 -1.713 0.213 -1.382
C -3.697 1.450 1.379 -1.328 1.762 0.192 -0.894
C -3.748 1.496 -0.161 0.487 -1.639 -0.641 -0.699
P -1.927 1.524 -0.754 -1.233 -0.215 0.645 0.659
C -1.299 3.170 -0.346 0.251 0.069 0.262 -1.143
C -1.778 1.740 -2.533 -0.877 1.682 -0.127 -1.309
H -3.887 0.995 4.392 -0.868 0.154 -0.705 0.447
H -2.323 0.776 3.986 0.405 -0.569 -0.335 -0.049
H -3.307 -0.570 4.600 0.260 -0.373 -0.458 0.466
H -6.179 -0.050 2.493 1.009 0.474 -0.371 0.417
H -5.536 -1.614 2.714 0.699 0.695 -0.876 0.363
H -5.516 -0.921 1.047 -0.246 0.064 0.648 0.364
H -2.925 2.102 1.782 0.386 -0.096 0.055 0.097
H -4.642 1.981 1.686 0.691 -0.734 0.215 0.650
H -4.459 2.289 -0.494 0.711 -0.641 -0.096 0.503
H -4.117 0.436 -0.451 0.266 1.789 -0.184 0.108
H -1.872 4.024 -0.677 -0.398 0.006 -0.816 0.637
H -0.284 3.218 -0.750 -0.147 0.099 0.132 0.037
H -1.279 3.324 0.704 0.404 -0.108 1.198 0.184
H -2.628 2.308 -2.951 0.356 0.239 0.364 0.432
H -1.788 0.879 -3.098 0.190 -2.336 -0.999 0.407
H -0.848 2.274 -2.742 -0.121 0.027 0.057 0.309
C -0.890 -2.336 3.992 2.374 1.032 -0.433 -1.119
O -0.819 -2.133 2.595 0.302 -0.598 -0.309 -0.489
Si -1.033 -3.496 1.619 0.745 0.151 0.684 -0.537
C -0.064 -4.986 2.326 1.575 0.742 -1.070 -1.028
C -2.773 -3.931 2.016 -1.893 -0.729 0.319 -0.688
C -0.677 -2.901 -0.065 -0.175 0.306 -0.060 0.121
Si 1.117 -3.246 -0.545 -0.955 -0.470 0.099 0.848
C 2.439 -2.879 0.750 0.992 -0.160 0.162 -1.135
C 1.841 -2.326 -1.982 -0.437 1.905 0.745 -0.885
C 1.195 -5.092 -1.007 2.938 -0.098 1.227 -1.352
Si -1.886 -3.540 -1.354 -0.034 0.210 0.424 0.386
C -3.485 -2.370 -1.511 1.719 -0.206 0.407 -0.650
C -1.084 -3.702 -3.016 1.372 1.594 -1.081 -1.395
C -2.319 -5.380 -1.119 -0.307 -1.083 0.323 -1.204
H -1.662 -3.010 4.255 -0.717 -0.871 0.454 0.418
H -1.107 -1.355 4.382 0.059 0.181 0.648 0.166
H 0.140 -2.677 4.336 -1.350 0.246 0.030 0.120
H -0.382 -5.216 3.331 -0.238 -0.216 0.287 0.446
H 1.082 -4.855 2.341 -1.764 -0.280 -0.172 0.247
H -0.342 -5.789 1.614 0.323 0.028 0.587 0.247
H -2.966 -4.293 3.100 0.256 1.287 -1.513 0.341
H -3.100 -4.833 1.477 0.012 0.327 -0.220 0.494
H -3.405 -3.057 1.637 0.440 -1.197 1.003 -0.168
H 3.255 -3.669 0.609 -0.797 1.245 0.033 0.293
H 2.318 -2.762 1.837 -0.531 -0.329 -0.356 0.284
H 2.776 -1.870 0.419 0.338 -0.647 0.133 0.233
H 1.371 -2.596 -2.914 0.257 0.098 -0.397 0.577
H 2.859 -2.654 -1.917 0.814 -0.250 -0.450 0.387
H 1.865 -1.190 -1.796 -0.264 -1.658 -0.399 -0.278
H 0.485 -5.574 -1.594 -1.516 -0.355 -1.234 0.494
H 1.191 -5.671 -0.074 0.063 0.116 0.052 0.300
H 2.203 -5.352 -1.468 -0.976 0.433 0.414 0.354
H -4.323 -2.872 -1.997 -0.098 0.116 0.236 0.575
H -3.152 -1.517 -2.139 -0.256 -0.341 0.256 0.155
H -3.705 -1.960 -0.493 -0.161 -0.441 -0.793 -0.239
H -0.423 -2.829 -3.289 -1.166 -0.513 0.163 0.171
H -1.891 -3.754 -3.723 -0.506 0.092 -0.687 0.557
H -0.425 -4.535 -3.257 -0.213 -0.327 0.563 0.396
H -2.029 -5.751 -0.117 0.065 0.044 -0.539 0.226
H -1.888 -6.065 -1.888 0.316 0.733 0.528 0.372
H -3.365 -5.669 -1.213 -0.481 0.441 0.199 0.453
O 3.066 0.730 -0.327 -0.895 0.190 -0.032 -0.752
C 1.886 1.037 -0.102 -0.622 -0.251 -0.553 -0.663
O 0.835 0.577 -0.759 1.686 0.823 1.207 -0.546
C 1.646 2.085 1.018 -0.068 -1.364 -0.929 0.868
C 2.512 3.145 1.099 -0.544 1.373 0.845 -0.310
C 2.423 4.078 2.149 0.784 0.312 -0.938 -0.848
C 1.505 3.913 3.157 -0.651 -1.048 0.334 -0.642
C 0.613 2.870 3.079 0.604 -0.458 -0.859 -0.411
C 0.616 1.853 1.979 -0.147 1.297 2.406 -0.779
O -0.170 0.863 2.078 -0.114 -0.103 -0.452 -0.345
N -0.333 2.840 4.237 0.776 -0.656 -1.565 0.995
O -1.495 3.025 3.947 -0.614 -0.012 0.377 -0.578
O 0.110 2.652 5.350 -0.216 0.132 0.102 -0.621
N 3.305 5.260 2.115 -0.001 -0.198 -0.070 0.973
O 3.306 6.022 3.081 -0.066 -0.511 -0.584 -0.663
O 4.000 5.435 1.109 -0.477 -0.088 0.791 -0.637
H 3.219 3.431 0.345 0.282 -0.581 -0.358 0.420
H 1.460 4.456 4.069 0.276 0.912 0.291 0.622
O 0.790 3.848 -3.433 -0.264 0.739 -0.162 -0.673
C 1.978 3.591 -3.556 1.059 -1.401 0.686 0.785
C 3.035 4.551 -4.085 -1.023 0.176 -1.104 -1.075
C 4.099 5.044 -3.111 0.903 -1.753 -1.094 -0.299
C 5.177 3.985 -2.861 -0.118 -0.514 0.724 -1.043
C 4.748 2.639 -2.299 -1.023 -0.439 -0.736 0.031
C 3.842 1.838 -3.285 -1.397 1.083 0.611 -0.768
N 2.444 2.379 -3.169 0.335 -1.186 0.302 -0.009
H 2.389 5.368 -4.413 0.346 0.284 -0.162 0.368
H 3.510 4.118 -5.012 -0.342 0.308 0.873 0.352
H 3.702 5.320 -2.162 -0.502 0.605 0.612 0.316
H 4.630 5.835 -3.619 -0.122 0.762 0.216 0.272
H 5.866 4.333 -2.134 0.659 0.942 0.915 0.429
H 5.839 3.809 -3.695 -0.196 -0.027 -0.881 0.385
H 4.286 2.676 -1.282 -0.133 0.138 -1.062 -0.172
H 5.613 2.054 -2.101 1.084 -0.547 -0.056 0.449
H 3.795 0.791 -2.959 -0.087 0.312 -0.209 0.167
H 4.054 1.887 -4.385 0.631 0.015 1.044 0.430
H 1.800 1.780 -2.643 0.114 0.342 -0.326 -0.073
```
Forces are in eV/Å.

* E_HOMO: -0.2024 Eh
* Kohn-Sham gap: 0.289 Ha
* multiplicity: 1
* charge: -1
* LUMO: 2.346 eV


Record 2
Density functional theory data (wB97M-V/def2-TZVPD) for a structure of composition C29H56ClGeMnN2O6SSi at a distorted geometry.

Structure (XYZ):
```
98
Properties=species:S:1:pos:R:3:forces:R:3:mulliken_spin:R:1
Mn 1.619 -0.006 0.578 0.905 -2.290 -1.260 4.378
C 1.196 3.354 5.827 0.034 0.180 -0.131 0.000
C 0.981 4.283 4.638 -0.063 -0.177 0.032 0.010
C 0.117 3.665 3.529 -0.323 0.082 -0.337 0.002
C 0.838 2.496 2.872 0.569 -0.781 -0.291 0.072
Ge -0.212 1.534 1.407 -2.662 0.924 0.749 -0.050
C -1.654 0.312 2.136 0.811 0.187 -0.026 0.002
C -2.542 0.871 3.252 -0.101 0.083 -0.135 -0.004
C -3.721 1.689 2.728 0.150 0.164 0.199 0.001
C -3.327 3.038 2.146 -0.024 -0.215 -0.001 -0.001
H 1.717 3.882 6.621 0.048 -0.016 0.096 0.000
H 1.795 2.485 5.561 0.060 -0.125 0.027 -0.001
H 0.242 3.014 6.221 -0.106 -0.098 0.095 0.000
H 1.944 4.586 4.225 0.033 0.098 -0.052 0.000
H 0.476 5.185 4.988 0.029 0.042 -0.094 0.002
H -0.107 4.428 2.781 -0.091 0.035 0.006 0.001
H -0.826 3.336 3.962 -0.089 0.062 0.024 0.000
H 1.064 1.728 3.615 0.024 -0.019 -0.137 -0.001
H 1.777 2.857 2.448 -0.026 -0.113 -0.049 -0.006
H -0.656 2.555 0.338 0.158 -0.192 0.046 0.001
H -1.084 -0.548 2.518 -0.083 0.107 -0.105 0.004
H -2.270 -0.052 1.313 0.164 0.034 -0.127 0.014
H -1.948 1.470 3.945 -0.057 -0.036 0.150 0.000
H -2.943 0.025 3.817 0.127 0.008 0.026 -0.001
H -4.416 1.863 3.552 -0.063 -0.097 -0.041 0.000
H -4.247 1.106 1.972 -0.113 -0.099 0.019 0.000
H -2.876 3.671 2.906 0.052 0.123 0.067 0.000
H -4.202 3.550 1.757 -0.002 0.131 -0.095 0.000
H -2.610 2.919 1.331 -0.054 0.134 -0.095 0.001
C 0.537 -2.243 -5.582 -0.222 0.179 0.191 0.000
C -0.404 -1.169 -5.049 0.371 0.195 -0.768 0.002
C 0.324 0.137 -4.777 -0.134 -0.266 0.142 -0.011
C -1.590 -0.959 -5.980 0.125 -0.115 0.284 0.000
O -0.895 -1.691 -3.781 -0.109 -0.288 0.540 -0.010
Si -1.944 -1.245 -2.707 -0.066 0.085 0.031 -0.013
S 0.024 -0.345 -0.662 -1.342 0.299 -0.426 -0.494
O -2.591 0.177 -2.817 0.494 -0.145 -0.242 0.005
C -3.829 0.831 -2.426 -0.670 0.474 0.126 -0.003
C -3.924 0.810 -0.909 0.206 -0.046 -0.300 0.018
C -4.989 0.078 -3.064 0.327 0.079 0.022 0.001
C -3.713 2.255 -2.957 0.043 -0.332 0.058 -0.001
O -2.588 -2.318 -1.763 0.013 0.579 0.104 0.025
C -2.693 -3.771 -1.730 -0.154 -0.847 0.125 0.006
C -1.310 -4.348 -1.476 -0.178 0.285 -0.013 0.002
C -3.257 -4.241 -3.064 0.080 0.252 0.211 -0.001
C -3.652 -4.075 -0.584 0.187 0.156 -0.239 0.002
H 0.943 -1.934 -6.541 0.060 0.043 -0.089 0.000
H 0.005 -3.180 -5.720 -0.049 -0.089 -0.024 0.000
H 1.356 -2.404 -4.885 0.107 -0.022 0.045 0.000
H 0.746 0.526 -5.698 0.048 0.066 -0.089 0.000
H 1.126 -0.023 -4.060 0.158 -0.014 0.044 0.007
H -0.365 0.871 -4.367 -0.091 0.181 0.007 0.000
H -1.233 -0.651 -6.958 0.009 0.069 -0.117 0.000
H -2.248 -0.187 -5.590 -0.105 0.150 0.000 0.000
H -2.154 -1.881 -6.098 -0.046 -0.133 -0.043 0.000
H -3.985 -0.216 -0.556 -0.046 -0.151 0.140 -0.001
H -4.809 1.349 -0.586 -0.109 0.064 0.065 0.001
H -3.042 1.285 -0.483 0.044 0.086 0.088 -0.003
H -5.026 -0.942 -2.689 -0.085 -0.154 0.083 0.000
H -4.883 0.051 -4.146 0.014 0.035 -0.141 0.000
H -5.926 0.572 -2.828 -0.121 0.029 0.049 0.000
H -2.840 2.741 -2.530 0.064 0.090 0.053 0.001
H -4.601 2.822 -2.693 -0.094 0.069 0.046 0.000
H -3.616 2.251 -4.039 0.005 0.000 -0.112 0.000
H -0.632 -4.057 -2.274 0.133 -0.037 -0.140 0.003
H -1.362 -5.432 -1.436 0.007 -0.110 0.008 0.000
H -0.916 -3.979 -0.533 0.050 -0.005 0.142 -0.004
H -2.557 -4.029 -3.868 0.109 -0.030 -0.158 0.000
H -4.201 -3.745 -3.276 -0.149 0.035 -0.006 0.001
H -3.437 -5.311 -3.031 0.010 -0.124 -0.029 0.000
H -3.244 -3.712 0.355 0.034 0.014 0.119 -0.001
H -3.810 -5.146 -0.512 0.006 -0.118 0.030 0.000
H -4.613 -3.597 -0.758 -0.108 0.036 -0.021 0.000
Cl 8.236 2.257 4.722 0.013 0.014 0.023 0.001
C 6.794 1.810 3.920 -0.493 -0.191 -0.247 0.007
C 6.637 2.088 2.559 0.143 0.018 0.265 -0.002
C 5.473 1.734 1.918 -0.305 -0.176 0.106 0.006
C 4.457 1.068 2.615 0.175 0.088 0.041 -0.005
C 4.617 0.784 3.977 -0.134 0.004 -0.361 0.007
C 5.772 1.164 4.625 0.248 0.101 0.022 -0.003
C 3.245 0.711 1.895 1.285 0.780 1.278 -0.078
O 2.977 1.234 0.768 0.873 1.202 -0.804 0.036
O 2.376 -0.115 2.323 -0.031 -0.675 1.223 0.019
H 7.418 2.585 2.011 0.184 0.094 0.005 0.000
H 5.338 1.954 0.870 0.020 0.046 -0.076 0.001
H 3.826 0.287 4.520 -0.034 -0.047 0.053 0.004
H 5.889 0.963 5.679 0.084 0.003 0.088 0.000
C 6.074 -3.056 -0.695 0.245 -0.006 0.168 0.001
N 4.831 -2.329 -0.862 -0.108 0.005 -0.250 0.007
C 3.977 -2.009 0.113 0.130 -0.027 0.117 0.015
N 4.306 -2.276 1.389 0.068 -0.068 0.024 0.001
O 2.878 -1.466 -0.172 -0.406 0.272 -0.132 0.026
H 6.386 -3.449 -1.660 -0.042 0.004 0.058 0.000
H 5.939 -3.899 -0.015 0.015 -0.009 -0.094 0.000
H 6.871 -2.409 -0.318 -0.030 -0.046 0.003 0.000
H 4.562 -2.053 -1.797 -0.103 -0.025 0.275 0.000
H 5.176 -2.709 1.638 0.048 -0.019 0.001 0.001
H 3.637 -2.091 2.120 0.024 -0.001 -0.142 -0.001
```
Forces are in eV/Å.

* E_HOMO (spin up / spin down): -0.5088 / -0.5096 Eh
* <S²>: 6.34
* Kohn-Sham gap (spin up / spin down): 0.224 / 0.229 Ha
* multiplicity: 5
* charge: +2
* LUMO (spin up / spin down): -7.743 / -7.637 eV